Arrangement A

{
  "formula": "C3H5N5",
  "method": "ωB97M-V/def2-TZVPD",
  "total_charge": 0,
  "homo_lumo_gap_ha": 0.37150,
  "smiles": "C/C=N/n1cnnn1",
  "symbols": ["C", "C", "C", "H", "H", "H", "H", "H", "N", "N", "N", "N", "N"],
  "positions_angstrom": [[-1.04, -1.36, -1.79], [-0.40, -0.76, -0.52], [0.58, 0.77, 1.84], [-1.20, -2.48, -1.70], [-0.62, -1.07, -2.80], [-2.05, -0.90, -1.84], [-0.71, -1.52, 0.37], [-0.40, 0.11, 2.14], [0.21, 0.35, -0.63], [0.75, 0.96, 0.54], [1.25, 1.73, 2.44], [1.94, 2.39, 1.60], [1.70, 1.79, 0.34]]
}

---

Arrangement B

{
  "formula": "C3H5N5",
  "method": "ωB97M-V/def2-TZVPD",
  "total_charge": 0,
  "homo_lumo_gap_ha": 0.33748,
  "smiles": "c1nc[nH]nc[nH]n1",
  "symbols": ["C", "C", "C", "H", "H", "H", "H", "H", "N", "N", "N", "N", "N"],
  "positions_angstrom": [[0.91, -0.47, -1.30], [-1.09, 1.25, 0.34], [0.17, -0.34, 1.78], [1.26, -2.36, -0.53], [1.77, -0.95, -2.05], [-1.77, 1.51, -1.46], [-1.78, 2.14, 0.55], [0.08, -0.44, 3.00], [0.91, -1.36, -0.21], [0.09, 0.51, -1.79], [-0.84, 1.12, -0.98], [-0.33, 0.86, 1.44], [0.62, -1.48, 1.21]]
}

---

Arrangement C

{
  "formula": "C3H5N5",
  "method": "ωB97M-V/def2-TZVPD",
  "total_charge": 0,
  "homo_lumo_gap_ha": 0.33618,
  "smiles": "N=C1NN=CC=NN1",
  "symbols": ["C", "C", "C", "H", "H", "H", "H", "H", "N", "N", "N", "N", "N"],
  "positions_angstrom": [[1.13, -0.14, 0.01], [-1.53, 0.69, 0.23], [-1.66, -0.63, -0.35], [2.95, 0.53, -0.10], [1.20, 1.84, -0.22], [-2.47, 1.16, 0.58], [-2.61, -0.98, -0.86], [1.04, -1.96, 0.60], [2.41, -0.32, -0.15], [0.59, 1.10, -0.25], [-0.58, 1.49, 0.18], [-0.85, -1.61, -0.13], [0.38, -1.17, 0.47]]
}

---

Arrangement D

{
  "formula": "C3H5N5",
  "method": "ωB97M-V/def2-TZVPD",
  "total_charge": 0,
  "homo_lumo_gap_ha": 0.31178,
  "smiles": "NN1C=NC=NN=C1",
  "symbols": ["C", "C", "C", "H", "H", "H", "H", "H", "N", "N", "N", "N", "N"],
  "positions_angstrom": [[0.17, -1.12, 0.05], [-2.12, -0.55, -0.04], [0.03, 1.43, -0.01], [2.58, -0.23, -0.76], [2.44, -0.11, 1.03], [0.95, -1.85, 0.04], [-3.06, -1.15, -0.12], [0.75, 2.28, -0.09], [2.13, 0.20, 0.04], [0.72, 0.21, -0.18], [-1.04, -1.50, -0.01], [-2.30, 0.69, 0.06], [-1.24, 1.69, 0.01]]
}

---

Energetically preferred structure: arrangement C | next structure: +0.0367 hartree

---

Arrangement A

{
  "formula": "C3H4N4S",
  "method": "ωB97M-V/def2-TZVPD",
  "total_charge": 0,
  "homo_lumo_gap_ha": 0.27672,
  "symbols": ["C", "C", "C", "H", "H", "H", "H", "N", "N", "N", "N", "S"],
  "positions_angstrom": [[-0.81, -0.05, -0.50], [1.42, -0.36, 0.44], [0.18, 0.54, 0.41], [-2.81, 0.71, 0.20], [-2.61, -0.82, -0.85], [1.01, -2.37, -1.85], [2.19, 0.03, 1.03], [-1.97, 0.52, -0.84], [-0.40, -1.13, -1.24], [0.74, -1.67, -1.22], [1.66, -1.35, -0.32], [-0.17, 1.69, 1.54]]
}

---

Arrangement B

{
  "formula": "C3H4N4S",
  "method": "ωB97M-V/def2-TZVPD",
  "total_charge": 0,
  "homo_lumo_gap_ha": 0.36864,
  "smiles": "C=Cn1nnnc1S",
  "symbols": ["C", "C", "C", "H", "H", "H", "H", "N", "N", "N", "N", "S"],
  "positions_angstrom": [[1.30, 0.34, 0.07], [-0.88, -0.83, -0.15], [-2.17, -0.83, 0.09], [3.51, -0.13, 0.07], [-0.36, -1.80, -0.34], [-2.75, -1.76, -0.22], [-2.61, 0.12, 0.44], [1.60, 1.65, -0.06], [0.46, 2.31, -0.04], [-0.52, 1.53, 0.04], [-0.02, 0.29, 0.05], [2.44, -0.89, 0.03]]
}

---

Energetically preferred structure: arrangement B | next structure: +0.1233 hartree